1.
The following is a quantum chemistry calculation of a single C6H8F2 molecule at a distorted geometry, from the OMol25 dataset.

ORCA input file:
```
! RIJCOSX wB97M-V def2-TZVPD def2/J DEFGRID3
* xyz 0 1
C -0.65 -1.36 0.78
C 0.04 -0.72 -0.32
C -1.27 -0.74 1.91
C 0.40 0.58 -0.35
C -2.00 0.63 1.72
C 0.97 1.32 -1.57
F -3.12 0.41 2.49
F -1.38 1.67 2.33
H -0.97 -2.39 0.50
H 0.13 -1.20 -1.29
H -1.98 -1.37 2.25
H -0.60 -0.64 2.67
H 0.44 0.97 0.63
H 1.99 1.52 -1.39
H 0.50 2.21 -1.50
H 0.76 0.69 -2.39
*
```

As for the HOMO energy (spin up / spin down): -7.562 / -9.541 eV. The frontier orbital gap (spin up / spin down) is 6.99 / 9.38 eV. As for the energy above the lowest of the compared OMol25 structures with the same formula, charge and spin: 92.6 kcal per mole.

=====

2.
The following is a quantum chemistry calculation of a single C6H12O molecule, from the OMol25 dataset.

ORCA input file:
```
! RIJCOSX wB97M-V def2-TZVPD def2/J DEFGRID3
* xyz 0 1
C -2.19 -1.06 0.19
C -0.94 -0.24 0.41
C -1.16 1.25 0.35
C 0.23 -0.88 0.57
C 1.63 -0.46 0.21
C 2.04 1.01 0.15
O 1.80 -1.04 -1.09
H -2.71 -0.66 -0.69
H -1.94 -2.11 -0.02
H -2.90 -1.03 1.03
H -2.00 1.51 1.00
H -1.43 1.58 -0.66
H -0.30 1.82 0.68
H 0.17 -1.95 0.72
H 2.35 -1.00 0.84
H 1.43 1.55 -0.59
H 3.07 1.04 -0.20
H 1.98 1.53 1.11
H 0.94 -0.91 -1.51
*
```

As for the HOMO energy: -9.127 eV. The frontier orbital gap is 10.04 eV. As for the energy above the lowest of the compared OMol25 structures with the same formula, charge and spin: 26.1 kcal per mole.

=====

3.
The following is a quantum chemistry calculation of 2 unconnected molecules or ions with the total composition C5H14N, from the OMol25 dataset.

ORCA input file:
```
! RIJCOSX wB97M-V def2-TZVPD def2/J DEFGRID3
* xyz 1 1
C 0.04 -2.15 1.78
N 0.95 -1.68 1.04
H 0.01 -3.22 1.95
H -0.67 -1.49 2.26
H 1.02 -0.69 0.80
H 1.55 -2.33 0.54
C -0.38 0.22 -2.46
C -0.06 1.42 1.29
C -0.67 0.88 -0.01
C 0.28 0.79 -1.20
H -1.03 -0.63 -2.24
H 0.40 -0.09 -3.15
H -1.01 0.95 -2.96
H -0.76 1.36 2.13
H 0.25 2.45 1.15
H 0.86 0.91 1.61
H -1.49 1.53 -0.31
H -1.14 -0.10 0.16
H 0.72 1.77 -1.41
H 1.13 0.12 -0.97
*
```

As for the HOMO energy: -15.091 eV. The frontier orbital gap is 9.45 eV. As for the energy above the lowest of the compared OMol25 structures with the same formula, charge and spin: 30.0 kcal per mole.

=====

4.
The following is a quantum chemistry calculation of 22 unconnected molecules or ions with the total composition C66H154N22O22 at a distorted geometry, from the OMol25 dataset.

ORCA input file:
```
! RIJCOSX wB97M-V def2-TZVPD def2/J DEFGRID3
* xyz 0 1
C -3.06 0.97 4.33
O -3.46 1.97 3.71
N -3.70 -0.23 4.29
C -3.14 -1.47 4.74
C -5.00 -0.36 3.62
H -2.12 0.95 4.87
H -2.34 -1.26 5.43
H -2.73 -2.09 3.88
H -3.87 -2.06 5.30
H -5.50 0.60 3.73
H -4.79 -0.59 2.59
H -5.57 -1.10 4.12
C 4.80 5.86 -1.39
O 3.65 5.84 -0.98
N 5.71 4.82 -1.16
C 7.12 5.08 -1.48
C 5.41 3.71 -0.31
H 5.17 6.75 -1.92
H 7.22 6.09 -1.87
H 7.54 4.38 -2.19
H 7.80 5.04 -0.64
H 4.49 3.24 -0.58
H 6.19 3.00 -0.47
H 5.41 3.79 0.76
C 4.37 0.49 -0.10
O 4.93 0.79 -1.15
N 4.47 -0.71 0.52
C 3.53 -1.07 1.55
C 5.26 -1.79 -0.01
H 3.78 1.21 0.47
H 4.03 -1.45 2.41
H 2.95 -1.87 1.15
H 2.92 -0.27 1.97
H 4.74 -2.76 0.10
H 5.54 -1.52 -1.02
H 6.18 -1.91 0.60
C 0.99 -0.20 6.53
O -0.09 0.05 5.92
N 2.22 0.16 6.15
C 3.44 -0.20 6.98
C 2.48 0.66 4.83
H 0.89 -0.65 7.51
H 3.05 -0.63 7.89
H 4.01 0.71 7.15
H 4.05 -0.94 6.50
H 3.06 -0.17 4.32
H 1.63 0.84 4.24
H 3.21 1.50 4.79
C 1.86 -0.80 -2.05
O 1.56 -0.71 -0.85
N 2.55 -1.76 -2.68
C 2.89 -1.77 -4.16
C 2.70 -3.05 -1.98
H 1.62 0.05 -2.75
H 3.98 -1.75 -4.33
H 2.42 -0.89 -4.59
H 2.51 -2.69 -4.62
H 3.76 -3.32 -1.99
H 2.38 -2.92 -0.96
H 2.13 -3.79 -2.52
C -7.26 -0.38 0.37
O -7.63 -1.47 -0.03
N -7.14 0.68 -0.38
C -6.60 1.96 0.06
C -7.51 0.64 -1.82
H -6.93 -0.24 1.43
H -5.85 2.37 -0.62
H -6.22 1.85 1.14
H -7.39 2.70 0.15
H -6.55 0.59 -2.35
H -8.12 -0.23 -2.01
H -8.03 1.52 -2.18
C 2.65 -3.30 6.49
O 3.68 -3.49 7.11
N 2.41 -3.70 5.20
C 1.21 -3.17 4.60
C 3.45 -4.30 4.34
H 1.68 -2.95 6.96
H 0.97 -3.85 3.82
H 1.45 -2.21 4.14
H 0.34 -3.15 5.27
H 4.26 -3.53 4.21
H 3.90 -5.18 4.80
H 3.13 -4.54 3.34
C -0.47 -4.54 -4.71
O 0.64 -4.61 -4.18
N -1.36 -3.57 -4.45
C -2.57 -3.62 -5.17
C -1.06 -2.48 -3.54
H -0.92 -5.36 -5.34
H -3.39 -4.07 -4.58
H -2.48 -4.11 -6.11
H -2.97 -2.65 -5.47
H -0.64 -1.64 -4.07
H -2.00 -2.17 -3.07
H -0.37 -2.91 -2.78
C -4.31 5.24 0.11
O -4.48 5.41 -1.10
N -3.19 5.04 0.74
C -3.11 4.74 2.20
C -1.98 5.20 -0.03
H -5.20 5.28 0.78
H -2.98 3.64 2.40
H -3.91 5.30 2.70
H -2.17 5.27 2.47
H -1.66 4.24 -0.49
H -2.05 5.92 -0.84
H -1.22 5.47 0.69
C 6.19 2.27 3.75
O 5.37 2.54 2.90
N 7.39 1.57 3.58
C 7.51 0.85 2.28
C 8.37 1.37 4.60
H 6.19 2.67 4.76
H 8.36 0.19 2.26
H 7.73 1.64 1.59
H 6.51 0.39 1.97
H 8.29 2.08 5.43
H 8.32 0.37 5.05
H 9.34 1.52 4.14
C 0.73 -7.64 0.87
O 1.64 -7.96 0.09
N 0.89 -7.44 2.23
C -0.04 -6.64 2.95
C 2.05 -7.82 3.01
H -0.31 -7.48 0.52
H -0.56 -7.16 3.77
H -0.79 -6.28 2.27
H 0.54 -5.80 3.28
H 1.91 -8.78 3.63
H 2.88 -8.06 2.35
H 2.29 -6.96 3.69
C -2.42 -4.89 1.12
O -2.31 -4.36 2.23
N -1.50 -4.82 0.09
C -0.39 -3.92 0.28
C -1.84 -5.27 -1.32
H -3.33 -5.48 0.86
H 0.53 -4.42 0.67
H -0.66 -3.16 0.94
H -0.10 -3.37 -0.63
H -1.02 -5.76 -1.88
H -2.71 -5.94 -1.23
H -2.08 -4.36 -1.96
C -4.64 1.94 -5.34
O -5.32 1.32 -4.60
N -4.32 3.24 -5.16
C -3.51 3.91 -6.14
C -4.79 4.00 -3.98
H -4.14 1.48 -6.22
H -2.54 4.28 -5.80
H -4.04 4.77 -6.54
H -3.35 3.20 -6.96
H -3.93 4.51 -3.56
H -5.49 4.84 -4.29
H -5.23 3.44 -3.20
C -6.57 -6.30 -0.06
O -5.54 -6.65 0.48
N -7.29 -5.31 0.47
C -6.83 -4.56 1.57
C -8.54 -4.83 -0.20
H -7.07 -6.78 -0.96
H -7.58 -4.56 2.42
H -6.73 -3.47 1.42
H -5.88 -5.00 1.93
H -8.75 -5.55 -0.96
H -9.50 -4.76 0.36
H -8.38 -3.78 -0.61
C 1.56 6.76 2.09
O 0.56 6.54 1.46
N 2.61 5.94 2.29
C 3.81 6.31 2.95
C 2.57 4.66 1.57
H 1.79 7.80 2.50
H 4.65 6.30 2.30
H 3.94 5.71 3.86
H 3.78 7.34 3.32
H 3.48 4.06 1.76
H 1.76 4.04 1.90
H 2.47 4.80 0.48
C -4.36 -1.54 -1.21
O -4.22 -1.96 -0.07
N -4.94 -2.27 -2.17
C -5.34 -1.71 -3.43
C -5.38 -3.59 -1.90
H -4.20 -0.51 -1.56
H -4.97 -0.72 -3.56
H -6.45 -1.63 -3.50
H -5.02 -2.30 -4.32
H -4.91 -4.27 -2.65
H -5.01 -3.88 -0.90
H -6.46 -3.72 -2.03
C -0.87 -0.33 2.14
O -0.11 -0.31 3.09
N -1.14 0.71 1.31
C -1.87 0.44 0.10
C -0.48 1.94 1.51
H -1.44 -1.30 1.87
H -2.30 -0.60 0.14
H -1.19 0.40 -0.80
H -2.74 1.15 -0.01
H 0.47 1.78 1.93
H -0.25 2.35 0.53
H -1.03 2.63 2.15
C 2.77 -5.75 -0.38
O 3.05 -5.45 0.78
N 3.73 -6.14 -1.27
C 3.24 -6.71 -2.55
C 5.04 -6.46 -0.78
H 1.80 -5.71 -0.83
H 3.04 -7.77 -2.42
H 3.93 -6.53 -3.34
H 2.34 -6.16 -2.84
H 5.09 -7.57 -0.68
H 5.88 -6.13 -1.40
H 5.11 -5.99 0.18
C 0.94 4.94 5.89
O 1.98 4.32 5.92
N -0.28 4.39 6.22
C -1.38 5.21 5.71
C -0.40 2.98 6.40
H 0.90 6.00 5.62
H -2.28 5.22 6.40
H -1.65 4.96 4.69
H -1.05 6.25 5.65
H 0.46 2.62 7.03
H -1.36 2.76 6.98
H -0.35 2.46 5.47
C -0.21 5.35 -4.23
O -0.39 4.39 -4.99
N 0.36 5.32 -3.03
C 0.58 6.51 -2.21
C 0.74 4.09 -2.32
H -0.53 6.34 -4.53
H 0.23 7.43 -2.72
H 1.66 6.45 -1.96
H -0.05 6.35 -1.32
H 0.35 3.22 -2.84
H 1.87 4.08 -2.40
H 0.39 4.17 -1.27
C 2.06 2.44 -5.22
O 1.84 1.31 -4.93
N 3.24 3.07 -5.06
C 3.32 4.46 -5.52
C 4.28 2.63 -4.22
H 1.33 3.14 -5.61
H 3.46 5.07 -4.65
H 2.45 4.73 -6.08
H 4.21 4.48 -6.21
H 4.10 1.67 -3.74
H 5.29 2.50 -4.61
H 4.45 3.35 -3.44
C -1.47 1.20 -5.63
O -2.11 0.37 -5.00
N -1.23 1.07 -6.96
C -1.68 -0.12 -7.64
C -0.54 2.04 -7.67
H -1.12 2.12 -5.21
H -0.80 -0.58 -8.09
H -2.36 0.04 -8.43
H -2.04 -0.84 -6.88
H 0.50 1.77 -7.82
H -1.16 2.16 -8.61
H -0.58 2.96 -7.11
*
```

As for the HOMO energy: -8.608 eV. The frontier orbital gap is 8.98 eV. As for the energy above the lowest of the compared OMol25 structures with the same formula, charge and spin: 260.1 kcal per mole.

=====

5.
The following is a quantum chemistry calculation of a gas-phase ion, CHBrClFN5O2 (charge +1) at a distorted geometry, from the OMol25 dataset.

ORCA input file:
```
! RIJCOSX wB97M-V def2-TZVPD def2/J DEFGRID3
* xyz 1 1
O -2.07 -1.88 0.57
N -1.42 -1.57 -0.42
O -1.39 -1.99 -1.54
C -0.54 -0.39 -0.15
N -0.93 0.70 -0.66
N -0.69 1.89 -0.70
Cl -0.73 3.04 0.49
N 0.63 -0.44 0.52
F 1.31 -1.80 0.46
N 1.38 0.58 0.74
Br 2.34 1.45 -0.73
H 2.09 0.39 1.41
*
```

As for the HOMO energy (spin up / spin down): -15.142 / -15.142 eV. The frontier orbital gap (spin up / spin down) is 7.49 / 7.48 eV. As for the energy above the lowest of the compared OMol25 structures with the same formula, charge and spin: 23.2 kcal per mole.

=====

6.
The following is a quantum chemistry calculation of a molecular structure, C45H51MgN4O4PS3, from the OMol25 dataset.

ORCA input file:
```
! RIJCOSX wB97M-V def2-TZVPD def2/J DEFGRID3
* xyz 0 1
Mg 0.03 0.56 1.81
C 0.73 -3.10 5.12
O 1.83 -2.21 4.98
C 1.54 -0.93 5.41
C 2.02 -0.51 6.63
C 1.75 0.77 7.10
C 0.96 1.60 6.32
C 0.49 1.21 5.06
C -0.38 2.14 4.36
N -0.61 2.06 3.11
N -1.62 2.86 2.58
C -2.14 2.24 1.55
O -1.78 1.08 1.10
C -3.25 2.94 0.84
C -3.44 4.32 0.98
C -4.44 4.96 0.28
C -5.29 4.23 -0.56
C -5.11 2.86 -0.69
C -4.09 2.22 0.00
C 0.79 -0.08 4.55
O 0.41 -0.53 3.38
H 0.48 -3.22 6.18
H -0.15 -2.72 4.59
H 1.03 -4.05 4.70
H 2.61 -1.21 7.21
H 2.12 1.10 8.06
H 0.70 2.59 6.68
H -0.92 2.89 4.94
H -2.77 4.87 1.63
H -4.57 6.03 0.38
H -6.08 4.73 -1.10
H -5.77 2.29 -1.33
H -3.94 1.16 -0.09
S 1.69 0.63 -0.39
C 1.05 0.97 -1.87
N 1.55 0.42 -3.00
C 0.72 0.29 -4.19
C -0.13 1.51 -4.41
N -0.80 1.92 -3.18
C -1.89 2.88 -3.41
C -3.03 2.23 -4.16
C -3.27 2.51 -5.50
C -4.30 1.87 -6.18
C -5.09 0.94 -5.53
C -4.86 0.65 -4.19
C -3.83 1.30 -3.51
C -0.08 1.99 -2.03
S -0.28 3.12 -0.87
C 2.80 -0.34 -2.99
C 2.69 -1.84 -2.78
C 2.32 -2.67 -3.83
C 2.31 -4.05 -3.66
C 2.67 -4.61 -2.45
C 3.05 -3.78 -1.40
C 3.06 -2.41 -1.56
H 0.09 -0.60 -4.10
H 1.38 0.16 -5.05
H -0.90 1.28 -5.15
H 0.46 2.35 -4.79
H -1.51 3.75 -3.95
H -2.23 3.23 -2.43
H -2.66 3.25 -6.01
H -4.48 2.10 -7.22
H -5.89 0.44 -6.06
H -5.47 -0.07 -3.67
H -3.64 1.08 -2.47
H 3.44 0.10 -2.23
H 3.27 -0.16 -3.96
H 2.07 -2.25 -4.79
H 2.02 -4.69 -4.49
H 2.68 -5.69 -2.32
H 3.35 -4.22 -0.45
H 3.36 -1.76 -0.74
C 5.22 1.68 4.14
C 3.71 1.71 4.00
S 3.11 1.14 2.40
O 3.94 1.82 1.37
C 3.61 -0.62 2.44
C 4.95 -0.87 1.77
H 5.53 2.27 5.00
H 5.69 2.09 3.25
H 5.58 0.66 4.29
H 3.32 2.72 4.08
H 3.20 1.11 4.76
H 2.80 -1.14 1.93
H 3.56 -0.95 3.48
H 5.06 -0.23 0.90
H 5.01 -1.92 1.45
H 5.78 -0.68 2.44
C -2.14 -2.20 1.70
P -0.57 -1.88 0.82
C 0.49 -3.23 1.41
C -0.97 -2.32 -0.90
C -0.59 -3.52 -1.49
C -0.97 -3.81 -2.80
C -1.73 -2.91 -3.52
C -2.11 -1.70 -2.94
C -1.72 -1.40 -1.64
H -2.90 -1.53 1.32
H -1.98 -1.97 2.76
H -2.46 -3.24 1.59
H -0.01 -4.20 1.44
H 0.82 -2.95 2.41
H 1.38 -3.31 0.77
H 0.00 -4.24 -0.94
H -0.67 -4.75 -3.25
H -2.04 -3.14 -4.53
H -2.69 -0.99 -3.50
H -2.00 -0.45 -1.19
*
```

As for the HOMO energy: -7.368 eV. The frontier orbital gap is 6.76 eV. As for the energy above the lowest of the compared OMol25 structures with the same formula, charge and spin: 19.0 kcal per mole.

=====

7.
The following is a quantum chemistry calculation of a single C4H3NO2 molecule at a distorted geometry, from the OMol25 dataset.

ORCA input file:
```
! RIJCOSX wB97M-V def2-TZVPD def2/J DEFGRID3
* xyz 0 1
C 1.30 -0.86 -0.20
C 0.14 -0.38 -0.11
C 2.26 0.03 -1.11
C 2.51 0.90 -0.10
N -0.82 0.53 -0.08
O 2.25 -0.11 -2.34
O 2.84 1.09 1.03
H 1.63 -1.87 -0.18
H -1.66 0.16 -0.50
H -0.98 1.16 0.62
*
```

As for the HOMO energy (spin up / spin down): -7.886 / -7.110 eV. The frontier orbital gap (spin up / spin down) is 7.70 / 6.45 eV. As for the energy above the lowest of the compared OMol25 structures with the same formula, charge and spin: 133.3 kcal per mole.